Entry 1:
Molecular formula: C22H36Cl15N4O2S
Method: DFT, the ωB97M-V functional and the def2-TZVPD basis

Results
Net charge: +1
HOMO-LUMO gap in eV: 6.3
HOMO level in Eh: -0.438
Molar mass in g/mol: 952.42
E in eV: -232098.618
Spin multiplicity: 1

The geometry in XYZ format:
```
80
Properties=species:S:1:pos:R:3:mulliken_charge:R:1
C -0.95 -1.88 2.74 -0.190
C -1.60 -1.83 1.47 -0.095
N -2.12 -1.41 0.07 0.496
N -1.47 -1.79 -1.10 -0.182
N -2.13 -1.26 -2.22 -0.416
C -3.32 -0.45 -1.73 0.179
C -4.42 0.40 -2.63 -0.463
S -3.37 1.56 -3.73 0.890
O -4.25 2.19 -4.88 -0.590
O -2.71 2.71 -2.87 -0.494
N -3.24 -0.64 -0.21 0.220
C -4.25 -0.06 0.76 -0.848
C -4.26 1.58 0.73 0.240
C -3.24 2.13 1.89 -0.246
C -3.65 3.68 2.21 -0.942
C -3.39 4.74 0.98 -0.108
C -2.08 5.64 1.38 -0.773
C -0.82 5.57 0.34 -0.762
C -0.59 4.11 -0.37 0.839
C 1.04 3.86 -0.61 -0.751
C 1.50 2.51 0.19 0.214
C 2.66 1.73 -0.68 -0.577
C 4.05 1.48 0.21 -0.551
C 3.65 0.71 1.64 -0.560
H -0.26 -1.69 3.69 0.408
H -5.07 -0.26 -3.34 0.440
H -5.05 1.13 -1.94 0.285
H -2.32 0.87 -4.37 0.046
H -5.34 -0.43 0.43 0.282
H -4.07 -0.49 1.84 0.397
H -3.85 2.01 -0.31 -0.255
H -5.37 1.92 0.94 0.354
H -2.09 1.96 1.65 0.033
H -3.43 1.53 2.90 0.370
H -4.83 3.69 2.40 0.307
H -3.16 4.02 3.24 0.370
H -4.32 5.48 0.98 0.428
H -3.36 4.27 -0.09 -0.016
H -1.68 5.44 2.49 0.318
H -2.43 6.79 1.40 0.248
H 0.16 5.78 0.99 0.293
H -0.82 6.43 -0.48 0.298
H -1.05 4.20 -1.46 0.015
H -1.13 3.21 0.15 -0.608
H 1.68 4.77 -0.23 0.264
H 1.26 3.79 -1.78 0.321
H 0.57 1.80 0.26 -0.173
H 1.87 2.87 1.26 0.176
H 2.26 0.73 -1.17 0.221
H 2.98 2.43 -1.56 0.281
H 4.61 2.51 0.43 0.258
H 4.77 0.77 -0.40 0.302
H 4.56 0.05 2.02 0.081
H 2.69 0.02 1.51 0.173
H 3.41 1.50 2.50 0.273
C 1.60 -4.50 -0.62 -0.103
Cl 1.89 -4.33 1.12 -0.029
Cl 0.29 -3.43 -1.14 0.100
Cl 3.08 -4.16 -1.54 -0.093
H 1.30 -5.54 -0.82 0.291
C 1.34 -6.88 3.82 0.678
Cl 0.06 -8.01 3.35 -0.133
Cl 0.97 -6.16 5.40 -0.153
Cl 2.91 -7.70 3.86 -0.077
H 1.38 -6.08 3.08 -0.307
C 5.46 -6.86 -3.27 0.041
Cl 6.20 -8.37 -3.82 -0.118
Cl 4.52 -7.14 -1.79 -0.093
Cl 6.70 -5.62 -3.00 -0.117
H 4.78 -6.51 -4.05 0.279
C 0.36 -0.37 -5.77 -0.012
Cl 1.10 -1.88 -6.33 -0.111
Cl -0.58 -0.64 -4.30 -0.004
Cl 1.60 0.87 -5.50 -0.097
H -0.32 -0.01 -6.55 0.318
C 4.70 -3.82 4.16 -0.148
Cl 3.13 -4.48 4.63 -0.037
Cl 5.36 -4.71 2.78 -0.093
Cl 4.56 -2.09 3.78 -0.092
H 5.39 -3.93 5.00 0.386
```



Entry 2:
Molecular formula: C2H18O8Sr
Method: DFT, the ωB97M-V functional and the def2-TZVPD basis

Results
Net charge: +3
Relative energy (zero: lowest compared OMol25 entry of this formula, charge and spin) in kJ/mol: 0.0
HOMO-LUMO gap (spin up / spin down) in eV: 12.0 / 4.2
HOMO level (spin up / spin down) in Eh: -0.802 / -0.802
Molar mass in g/mol: 257.78
E in eV: -19554.207
Spin multiplicity: 2

The geometry in XYZ format:
```
29
Properties=species:S:1:pos:R:3:nbo_charge:R:1
Sr -0.55 0.25 -0.09 1.851
O -2.74 0.46 1.31 -1.004
H -2.72 0.27 2.25 0.505
H -3.51 1.02 1.20 0.520
O -0.23 2.80 0.28 -1.011
H -0.99 3.21 0.69 0.515
H 0.40 3.51 0.17 0.518
O 0.42 0.26 -2.27 -1.008
H 1.29 0.38 -2.65 0.521
H 0.00 -0.39 -2.84 0.516
O -2.30 1.57 -1.43 -1.011
H -1.99 2.10 -2.16 0.515
H -3.25 1.55 -1.52 0.520
O -1.71 -1.91 -1.19 -1.009
H -1.88 -2.26 -2.06 0.520
H -2.07 -2.58 -0.60 0.516
O 0.03 0.54 2.44 -0.995
H -0.45 0.80 3.23 0.527
H 0.79 0.06 2.77 0.489
C 1.82 -1.89 -0.18 -0.145
C 2.72 -0.73 0.25 -0.106
O 2.06 0.52 0.19 -0.540
O 0.71 -2.02 0.67 -0.467
H 2.36 -2.84 -0.16 0.296
H 1.46 -1.77 -1.20 0.246
H 3.62 -0.75 -0.37 0.369
H 3.10 -0.88 1.26 0.266
H 2.58 1.22 0.58 0.552
H 1.06 -2.52 1.41 0.533
```



Entry 3:
Molecular formula: C47H102BF4N5O6
Method: DFT, the ωB97M-V functional and the def2-TZVPD basis

Results
Net charge: +2
Relative energy (zero: lowest compared OMol25 entry of this formula, charge and spin) in kJ/mol: 14.6
HOMO-LUMO gap in eV: 9.1
HOMO level in Eh: -0.442
Molar mass in g/mol: 920.17
E in eV: -81667.738
Spin multiplicity: 1

The geometry in XYZ format:
```
165
Properties=species:S:1:pos:R:3:mulliken_charge:R:1
C 4.62 -18.09 9.57 -1.166
C 5.94 -18.41 10.26 -0.906
C 6.71 -19.63 9.73 -0.588
C 7.18 -19.41 8.29 -0.559
N 7.19 -20.66 7.44 0.549
C 7.77 -20.34 6.10 -0.691
C 6.59 -19.80 5.33 -0.489
C 5.50 -20.80 5.59 -0.688
C 5.71 -20.99 7.09 -0.220
C 7.86 -21.81 8.11 -0.730
H 4.03 -18.99 9.44 0.256
H 4.82 -17.67 8.58 0.319
H 4.01 -17.40 10.09 0.424
H 5.80 -18.65 11.28 0.506
H 6.59 -17.55 10.18 0.367
H 6.13 -20.55 9.76 0.532
H 7.56 -19.81 10.35 0.255
H 8.19 -19.05 8.17 0.157
H 6.58 -18.62 7.91 0.327
H 8.03 -21.30 5.70 0.524
H 8.62 -19.71 6.18 0.189
H 6.80 -19.73 4.29 0.496
H 6.26 -18.80 5.71 0.245
H 5.57 -21.74 4.98 0.301
H 4.54 -20.32 5.41 0.358
H 5.61 -22.06 7.33 0.326
H 4.95 -20.47 7.66 0.113
H 8.87 -21.48 8.33 -0.038
H 7.92 -22.69 7.45 0.513
H 7.29 -22.02 9.02 0.477
C 15.35 -21.55 4.62 -0.854
C 16.34 -20.72 3.78 -0.643
C 16.11 -19.18 3.87 -1.031
C 16.06 -18.65 5.28 1.251
N 14.99 -17.54 5.49 0.406
C 15.16 -16.98 6.84 0.723
C 13.84 -16.42 7.37 -1.173
C 12.83 -17.32 6.69 0.597
C 13.60 -18.18 5.67 -0.418
C 14.99 -16.40 4.52 -0.799
H 14.34 -21.36 4.35 0.363
H 15.31 -21.37 5.76 0.031
H 15.69 -22.57 4.42 0.470
H 16.30 -21.09 2.72 0.404
H 17.33 -20.98 4.10 0.243
H 15.26 -18.91 3.30 0.435
H 16.97 -18.73 3.43 0.286
H 16.99 -18.14 5.52 0.218
H 15.80 -19.46 6.07 -0.985
H 16.02 -16.32 6.93 0.467
H 15.36 -17.89 7.44 -0.848
H 13.60 -15.42 7.06 0.389
H 13.78 -16.53 8.47 0.401
H 12.11 -16.81 6.09 0.638
H 12.29 -18.05 7.39 -0.923
H 13.00 -18.34 4.73 0.568
H 13.76 -19.18 6.13 -0.174
H 16.05 -16.00 4.38 0.261
H 14.38 -15.62 5.02 0.357
H 14.64 -16.76 3.50 0.294
C 12.36 -22.58 7.43 -0.922
C 12.02 -23.01 8.84 -0.353
C 12.91 -22.36 9.91 0.884
C 14.31 -22.91 9.92 0.205
N 14.67 -24.09 10.76 0.766
C 14.75 -23.81 12.30 -0.316
C 15.93 -24.71 12.84 -0.439
C 16.51 -25.43 11.59 -1.094
C 16.11 -24.55 10.42 0.217
C 13.74 -25.22 10.57 -1.220
H 11.48 -22.66 6.76 0.414
H 13.16 -23.21 7.00 0.460
H 12.57 -21.53 7.50 -0.201
H 11.99 -24.10 9.02 0.545
H 11.01 -22.72 9.12 0.030
H 12.39 -22.60 10.89 0.366
H 12.93 -21.31 9.77 -1.252
H 15.04 -22.14 10.23 -0.616
H 14.52 -23.34 8.87 0.151
H 13.82 -24.13 12.76 0.411
H 14.95 -22.76 12.53 -0.010
H 15.54 -25.42 13.58 0.572
H 16.72 -24.13 13.28 0.021
H 16.06 -26.45 11.50 0.280
H 17.55 -25.63 11.50 0.615
H 16.06 -25.03 9.49 0.603
H 16.71 -23.67 10.41 -0.432
H 12.78 -24.85 10.95 0.416
H 14.07 -26.08 11.09 0.543
H 13.66 -25.53 9.51 0.260
C 22.73 -19.48 12.45 -1.549
C 21.41 -20.05 12.09 -0.100
C 20.76 -19.44 10.87 -0.474
C 19.54 -20.17 10.49 -0.449
N 19.26 -20.09 8.91 1.242
C 20.34 -20.79 8.12 -0.677
C 20.25 -20.20 6.70 -0.518
C 20.10 -18.75 7.11 -0.581
C 19.19 -18.75 8.36 0.146
C 18.02 -20.86 8.69 -0.337
H 22.57 -18.39 12.63 0.309
H 23.43 -19.57 11.64 0.345
H 23.12 -19.90 13.35 0.460
H 20.72 -19.99 12.94 -0.038
H 21.40 -21.07 11.86 0.504
H 21.49 -19.59 10.10 0.135
H 20.65 -18.35 10.88 0.450
H 18.58 -19.89 10.86 0.074
H 19.72 -21.23 10.65 0.205
H 20.14 -21.88 8.08 0.213
H 21.34 -20.62 8.46 0.557
H 19.46 -20.65 6.08 0.060
H 21.22 -20.38 6.18 0.451
H 19.77 -18.00 6.34 0.325
H 21.08 -18.23 7.37 0.329
H 18.12 -18.42 8.27 -0.403
H 19.58 -18.02 9.07 0.259
H 17.90 -21.00 7.62 0.433
H 17.18 -20.29 9.14 -0.900
H 18.04 -21.74 9.27 0.285
C 17.92 -20.12 18.09 -1.202
C 18.67 -19.12 17.07 -0.553
C 17.83 -18.09 16.44 -0.587
C 16.63 -18.66 15.72 -0.223
N 15.88 -17.65 14.86 0.319
C 14.69 -18.36 14.14 -0.627
C 14.35 -17.49 12.96 -0.056
C 15.76 -16.99 12.47 1.004
C 16.69 -17.20 13.62 -0.553
C 15.49 -16.43 15.62 -0.991
H 18.65 -20.71 18.59 0.422
H 17.19 -20.73 17.58 0.285
H 17.38 -19.55 18.85 0.307
H 19.02 -19.71 16.19 0.028
H 19.51 -18.67 17.56 0.492
H 18.43 -17.40 15.87 0.403
H 17.43 -17.52 17.31 0.411
H 15.89 -18.86 16.50 0.461
H 16.84 -19.51 15.03 -0.171
H 13.89 -18.34 14.99 0.395
H 15.05 -19.42 14.04 0.221
H 13.70 -16.67 13.33 0.378
H 13.89 -18.24 12.33 -0.153
H 15.77 -15.94 12.13 0.513
H 16.03 -17.65 11.62 -1.100
H 17.40 -16.41 13.90 0.470
H 17.37 -18.03 13.42 0.037
H 14.99 -15.71 14.90 0.374
H 16.39 -16.02 16.03 0.399
H 14.78 -16.67 16.45 0.288
B 17.45 -21.41 12.90 -0.008
F 18.42 -20.69 13.51 -0.315
F 16.56 -22.02 13.86 -0.430
F 16.60 -20.58 12.07 0.496
F 17.97 -22.48 12.10 -0.359
O 9.91 -19.48 10.18 -0.341
C 10.82 -19.47 9.09 0.098
O 10.50 -20.11 8.08 -0.674
O 11.94 -19.04 9.32 -0.541
H 10.32 -19.03 10.88 0.246
O 14.39 -19.38 10.27 0.038
C 15.34 -19.17 9.31 -0.169
O 15.17 -19.65 8.14 0.145
O 16.23 -18.43 9.71 -0.935
H 13.47 -19.42 9.85 -0.014
```